Entry 1:
C22H28ClCrF5N2O2 as an isolated structure in a non-equilibrium geometry. Source: the OMol25 dataset; level of theory: ωB97M-V/def2-TZVPD.

Last column: natural (NBO) charge in e.
Positions of all 61 atoms, in Å:
Cr  -0.318  0.009  0.075  0.83
Cl  1.513  -0.126  -1.356  -0.64
N  -0.040  2.062  0.036  -0.57
N  -0.176  -2.065  0.299  -0.57
C  -0.936  2.898  -0.440  0.65
C  -0.896  -2.891  -0.426  0.64
C  1.114  2.860  0.517  0.06
C  0.483  4.241  0.664  -0.07
C  2.220  2.939  -0.518  -0.62
C  1.662  2.298  1.811  -0.60
H  1.826  3.309  -1.473  0.21
H  2.664  1.953  -0.684  0.26
H  2.980  3.640  -0.153  0.19
H  0.870  2.238  2.562  0.22
H  2.450  2.966  2.174  0.20
H  2.092  1.301  1.651  0.23
C  0.839  -2.858  1.044  0.05
C  0.641  -4.262  0.481  -0.07
C  0.545  -2.840  2.531  -0.61
C  2.251  -2.371  0.807  -0.60
H  2.456  -2.304  -0.264  0.25
H  2.943  -3.083  1.270  0.19
H  2.415  -1.384  1.254  0.22
H  -0.472  -3.195  2.720  0.22
H  0.646  -1.829  2.933  0.24
H  1.257  -3.502  3.036  0.19
O  -0.533  -4.162  -0.392  -0.49
H  0.420  -5.017  1.243  0.19
H  1.478  -4.600  -0.143  0.19
O  -0.719  4.178  -0.192  -0.49
H  1.095  5.076  0.305  0.19
H  0.152  4.435  1.695  0.19
C  -2.138  2.475  -1.223  -0.51
C  -2.067  -2.489  -1.267  -0.49
C  -1.713  -1.231  -1.978  -0.05
H  -2.906  -2.315  -0.568  0.24
H  -2.326  -3.320  -1.931  0.23
C  -1.731  -0.005  -1.238  -0.47
C  -1.762  1.231  -1.960  -0.02
H  -1.982  -0.022  -0.033  0.17
C  -1.235  1.244  -3.243  -0.03
C  -0.913  0.028  -3.859  -0.34
C  -0.913  2.550  -3.925  -0.62
C  -1.183  -1.208  -3.263  0.00
H  -0.472  0.045  -4.859  0.18
C  -0.815  -2.494  -3.955  -0.63
H  -0.468  -2.276  -4.971  0.21
H  -1.672  -3.175  -4.018  0.20
H  -0.004  -3.022  -3.427  0.21
H  -1.772  3.233  -3.917  0.20
H  -0.628  2.357  -4.968  0.21
H  -0.067  3.069  -3.441  0.20
H  -2.452  3.300  -1.872  0.23
H  -2.941  2.273  -0.491  0.25
F  -1.871  1.628  2.105  -0.38
C  -1.433  0.306  1.971  0.22
F  -0.515  0.107  3.005  -0.38
C  -2.681  -0.540  2.291  0.90
F  -3.109  -0.332  3.557  -0.33
F  -3.700  -0.206  1.441  -0.33
F  -2.465  -1.883  2.162  -0.33

Computed properties:
ΔE to the lowest compared entry with this formula, charge and spin = 0.0 kJ/mol
<S²> = 4.2422
electronic energy = -84876.595 eV
orbital gap (alpha / beta) = 0.1998 / 0.1396 hartree
net charge = -1
highest occupied orbital energy (alpha / beta) = -0.0947 / -0.0344 hartree
spin multiplicity = 4

Entry 2:
An isolated ion of composition C5H13N2S and charge +1 in a non-equilibrium geometry. Source: the OMol25 dataset; level of theory: ωB97M-V/def2-TZVPD.

Last column: natural (NBO) charge in e.
Positions of all 21 atoms, in Å:
C  -0.842  -2.133  0.390  -0.24
C  -2.108  -1.452  0.896  -0.55
C  -0.210  -0.109  -0.279  0.01
C  2.175  0.775  -0.459  -0.37
C  0.138  2.288  -0.607  -0.44
N  0.329  -1.272  0.283  -0.63
N  0.665  1.052  -0.044  -0.36
S  -1.963  0.256  0.329  0.19
H  -0.610  -2.904  1.070  0.24
H  -0.954  -2.474  -0.596  0.21
H  -3.057  -1.896  0.537  0.26
H  -2.345  -1.327  2.036  0.24
H  -0.036  -0.337  -1.326  0.21
H  2.612  0.243  0.343  0.22
H  1.947  0.158  -1.282  0.22
H  2.772  1.613  -0.687  0.24
H  0.505  2.250  -1.706  0.22
H  -0.936  2.079  -0.552  0.23
H  0.391  3.327  -0.389  0.28
H  0.867  -1.226  1.065  0.37
H  0.660  1.086  0.976  0.43

Computed properties:
ΔE to the lowest compared entry with this formula, charge and spin = 208.0 kJ/mol
electronic energy = -19202.714 eV
orbital gap = 0.3730 hartree
net charge = +1
highest occupied orbital energy = -0.4796 hartree

Entry 3:
A 4-piece molecular cluster, C3H16N2O3 overall in a non-equilibrium geometry. Source: the OMol25 dataset; level of theory: ωB97M-V/def2-TZVPD.

Last column: natural (NBO) charge in e.
Positions of all 24 atoms, in Å:
C  -0.501  -0.764  1.184  -0.27
C  0.802  -0.161  0.667  -0.40
C  1.870  -0.182  1.805  -0.23
N  1.889  0.945  2.678  -0.69
N  -1.640  -0.136  0.646  -0.47
H  -0.498  -1.843  0.962  0.28
H  -0.616  -0.877  2.261  0.25
H  1.162  -0.806  -0.116  0.25
H  0.760  0.778  0.201  0.23
H  2.824  -0.295  1.277  0.25
H  1.877  -1.112  2.373  0.22
H  1.749  1.836  2.218  0.38
H  1.251  0.826  3.457  0.38
H  -1.493  0.399  -0.181  0.40
H  -2.282  0.257  1.327  0.41
H  -1.699  -0.902  -2.672  0.46
H  -0.923  -0.146  -3.725  0.48
O  -0.857  -0.910  -3.139  -0.93
H  0.643  5.581  -0.556  0.46
H  -0.204  4.501  -1.057  0.45
O  -0.241  5.458  -0.927  -0.91
H  -1.913  -4.097  -2.472  0.45
H  -0.546  -4.263  -2.904  0.46
O  -1.414  -4.086  -3.305  -0.91

Computed properties:
ΔE to the lowest compared entry with this formula, charge and spin = 125.3 kJ/mol
<S²> = 0.7566
electronic energy = -12483.461 eV
orbital gap (alpha / beta) = 0.3805 / 0.1751 hartree
net charge = +1
highest occupied orbital energy (alpha / beta) = -0.5041 / -0.4927 hartree
spin multiplicity = 2

Entry 4:
One molecule with the formula C5H6O. Source: the OMol25 dataset; level of theory: ωB97M-V/def2-TZVPD.

Last column: natural (NBO) charge in e.
Positions of all 12 atoms, in Å:
O  -2.399  -0.790  -0.705  -0.52
C  -2.013  -0.330  0.343  0.45
C  -0.625  0.214  0.582  -0.50
C  0.241  0.219  -0.683  -0.49
C  1.670  0.053  -0.405  -0.01
C  2.840  -0.126  -0.176  -0.24
H  -2.684  -0.302  1.227  0.11
H  -0.171  -0.408  1.365  0.24
H  -0.721  1.214  1.026  0.23
H  -0.097  -0.594  -1.334  0.26
H  0.080  1.144  -1.249  0.24
H  3.878  -0.294  0.008  0.24

Computed properties:
ΔE to the lowest compared entry with this formula, charge and spin = 176.0 kJ/mol
electronic energy = -7327.460 eV
orbital gap = 0.3976 hartree
highest occupied orbital energy = -0.3633 hartree

Entry 5:
C10H20O14RbS2 as an isolated structure in a non-equilibrium geometry. Source: the OMol25 dataset; level of theory: ωB97M-V/def2-TZVPD.

Last column: Löwdin charge in e.
Positions of all 47 atoms, in Å:
Rb  17.980  0.746  16.324  1.02
S  21.035  0.694  15.023  0.07
O  21.734  1.154  13.818  -0.43
O  20.500  1.841  15.759  -0.54
O  19.890  -0.100  14.576  -0.57
O  21.940  -0.167  15.781  -0.42
C  17.446  -4.834  14.532  -0.07
C  16.690  -3.552  14.286  -0.15
O  15.579  -3.391  15.237  0.04
C  15.733  -2.627  16.304  -0.49
O  16.710  -1.946  16.653  0.02
O  14.571  -2.866  17.100  -0.04
C  14.527  -2.277  18.402  -0.07
H  17.814  -5.001  15.544  0.08
H  18.283  -4.926  13.840  0.09
H  16.844  -5.723  14.345  0.07
H  16.272  -3.751  13.299  0.12
H  17.317  -2.661  14.322  0.13
H  14.471  -1.195  18.280  0.09
H  15.396  -2.545  19.003  0.09
H  13.769  -2.604  19.114  0.09
C  17.151  6.589  16.954  -0.06
C  17.046  5.184  16.347  -0.21
O  15.685  4.857  16.230  0.04
C  15.222  3.615  16.463  -0.53
O  15.890  2.573  16.351  -0.04
O  13.898  3.714  16.478  0.02
C  13.111  2.545  16.822  -0.01
H  16.816  6.693  17.986  0.07
H  16.432  7.219  16.429  0.07
H  18.094  7.106  16.779  0.08
H  17.550  4.549  17.076  0.13
H  17.621  5.146  15.422  0.12
H  12.169  2.684  17.353  0.10
H  13.729  1.783  17.296  0.08
H  12.910  1.992  15.904  0.10
C  19.475  2.961  12.152  -0.14
C  18.627  3.156  13.414  -0.17
O  17.355  3.758  13.079  -0.21
S  17.075  3.474  11.534  0.70
O  17.142  4.755  10.838  -0.27
O  15.879  2.619  11.331  -0.28
O  18.437  2.569  11.257  -0.20
H  20.185  2.140  12.256  0.12
H  19.961  3.894  11.865  0.13
H  19.123  3.628  14.262  0.12
H  18.411  2.164  13.810  0.09

Computed properties:
ΔE to the lowest compared entry with this formula, charge and spin = 17.0 kJ/mol
electronic energy = -61685.835 eV
orbital gap = 0.1834 hartree
net charge = -1
highest occupied orbital energy = -0.1267 hartree